A single C5H4 molecule in a non-equilibrium geometry, computed with wB97M-V/def2-TZVPD.

Summary:
**ΔE to the lowest compared entry with this formula, charge and spin**: 64.6 kcal/mol
**Frontier orbital gap**: 0.34295 hartree
**DFT total energy**: -192.69122 Eh

Cartesian coordinates (Å):
1 C -0.62996 1.09727 -0.39221
2 C -1.13111 2.25826 -0.10455
3 C -0.04311 -0.09616 0.25717
4 C 0.05531 -0.94349 1.23794
5 C 0.30396 0.13715 -1.09981
6 H 0.68261 -1.75000 1.10247
7 H -0.43151 -0.84346 2.24798
8 H -0.15303 -0.41277 -1.82776
9 H 1.34683 0.55320 -1.42123

Atomic forces in eV per Å
C -0.11 1.24 1.02
C 0.37 -1.30 -0.35
C -0.37 0.30 -0.27
C -1.63 1.31 2.45
C 3.18 2.36 -0.19
H 1.24 -1.72 -0.22
H 0.45 0.06 -1.38
H -1.15 -1.55 -1.87
H -1.98 -0.69 0.82

Charge distribution, Mulliken scheme, values in e:
1. C 0.019
2. C -0.337
3. C 0.332
4. C -0.633
5. C -0.312
6. H 0.281
7. H 0.234
8. H 0.230
9. H 0.187